Record 1
C5H11NO | ωB97M-V/def2-TZVPD

Values from the calculation:
- relative energy (zero: lowest compared OMol25 entry of this formula, charge and spin) (kcal/mol) = 52.7
- charge = 0
- HOMO-LUMO gap (eV) = 9.5813
- E (eV) = -8899.414
- SMILES = C/C=C(C)/N=C\O.[H][H]
- multiplicity = 1
- lowest unoccupied orbital energy (eV) = 0.8815

Last column: Löwdin charge in e.
Geometry (Å):
C: -1.80908 0.35299 -1.19651  -0.096
C: -0.64506 -0.33885 -0.54645  -0.153
C: 0.23847 0.22988 0.28808  -0.403
C: 0.24379 1.69568 0.65754  -0.040
N: 1.18068 -0.54233 1.01214  0.067
C: 2.12290 -1.13874 0.41060  -0.262
O: 2.40528 -1.13402 -0.90332  0.046
H: -1.75588 1.44100 -1.09918  0.065
H: -1.87554 0.11416 -2.26410  0.071
H: -2.75110 0.02185 -0.73919  0.077
H: -0.58842 -1.41928 -0.68381  0.111
H: 0.62230 2.31688 -0.16227  0.084
H: -0.75958 2.05172 0.90952  0.077
H: 0.88846 1.85034 1.52526  0.075
H: 2.83958 -1.73942 0.96766  0.129
H: 1.71252 -0.61217 -1.34725  0.097
H: -1.48186 -1.59155 2.15744  0.037
H: -0.74661 -1.49342 2.22601  0.018

---

Record 2
C5H11NO | ωB97M-V/def2-TZVPD

Values from the calculation:
- relative energy (zero: lowest compared OMol25 entry of this formula, charge and spin) (kcal/mol) = 5.5
- charge = 0
- HOMO-LUMO gap (eV) = 10.6069
- E (eV) = -8901.459
- SMILES = CC[C@@H](C)NC=O
- multiplicity = 1
- lowest unoccupied orbital energy (eV) = 0.8805

Last column: Löwdin charge in e.
Geometry (Å):
C: 1.27722 0.51388 -1.28354  -0.106
C: -0.22439 0.32171 -1.07785  -0.214
C: -0.57411 -0.52531 0.15703  -0.381
C: 0.13609 -1.87570 0.21237  -0.062
N: -0.26270 0.21602 1.37990  0.045
C: -0.87594 1.37842 1.70997  -0.362
O: -1.79022 1.88849 1.08996  0.012
H: 1.76833 0.82596 -0.35514  0.071
H: 1.75798 -0.41137 -1.61784  0.067
H: 1.48090 1.27967 -2.03757  0.071
H: -0.74204 1.27925 -0.94446  0.099
H: -0.66668 -0.14510 -1.96485  0.113
H: -1.65878 -0.69348 0.15304  0.145
H: -0.02651 -2.43216 -0.71616  0.086
H: 1.21978 -1.75443 0.34138  0.077
H: -0.24048 -2.48391 1.04250  0.080
H: 0.50253 -0.09430 1.95987  0.131
H: -0.45035 1.83315 2.62567  0.130